C12H8N2 | ωB97M-V with the def2-TZVPD basis set

Computed properties:
Orbital gap in hartree: 0.2851
ΔE to the lowest compared entry with this formula, charge and spin in kJ/mol: 611.1
Structure (SMILES): c1cnc2ccc3ncccc3c2c1
Energy in a.u.: -571.38797
F_max in eV/Å: 14.39

The geometry in ORCA input format:
```
! wB97M-V def2-TZVPD RIJCOSX def2/J DEFGRID3
* xyz 0 1
C -2.7869 -0.8820 -1.6487
C -1.9827 -1.7955 -2.2524
C 0.0415 -0.8378 -1.5304
C 1.5094 -1.0200 -1.3706
C 2.1102 -0.6082 -0.0924
C 1.4657 0.3112 0.7760
C 1.6146 1.7040 2.7129
C 0.2631 1.8708 2.6374
C -0.6273 1.2411 1.7123
C -0.0672 0.6242 0.6709
C -0.7063 0.0313 -0.5716
C -2.1382 0.0658 -0.8740
H -3.9412 -0.9911 -1.9041
H -2.3356 -2.5257 -2.9986
H 2.0813 -1.8680 -1.7953
H 3.0828 -0.7210 0.3688
H 2.1455 2.0557 3.3970
H -0.4530 2.7230 3.1337
H -1.5995 1.4224 1.8191
H -2.8128 0.7033 -0.2535
N -0.5692 -1.3716 -2.3771
N 2.2346 0.6533 1.9796
*
```


C3H3F2NO2 | ωB97M-V with the def2-TZVPD basis set

Computed properties:
Orbital gap in hartree: 0.3941
ΔE to the lowest compared entry with this formula, charge and spin in kJ/mol: 261.8
Structure (SMILES): O=C1N(O)CC1(F)F
Energy in a.u.: -520.98868
F_max in eV/Å: 3.71

The geometry in ORCA input format:
```
! wB97M-V def2-TZVPD RIJCOSX def2/J DEFGRID3
* xyz 0 1
C -0.1696 -0.9819 0.3536
C -1.2256 0.1916 -0.0256
C 0.0391 1.1010 -0.2377
H 2.6216 0.0430 -0.8552
H -0.3639 -1.8738 -0.2758
H -0.1776 -1.1167 1.4451
N 0.7977 -0.0857 -0.2087
O 2.1923 -0.1020 0.0945
O 0.2662 2.3105 -0.1485
F -1.9623 0.6264 0.9927
F -2.0179 -0.1124 -1.1344
*
```


C8H6O4 | ωB97M-V with the def2-TZVPD basis set

Computed properties:
Orbital gap in hartree: 0.3414
ΔE to the lowest compared entry with this formula, charge and spin in kJ/mol: 313.9
Energy in a.u.: -609.31667
F_max in eV/Å: 13.72

The geometry in ORCA input format:
```
! wB97M-V def2-TZVPD RIJCOSX def2/J DEFGRID3
* xyz 0 1
C -1.4543 -1.6839 0.2104
C -0.2462 -0.8904 -0.0101
C 1.0020 -1.5498 -0.1076
C 2.2584 -0.9783 -0.1093
C 2.3382 0.4125 -0.0482
C 1.1148 1.1550 0.1045
C -0.1101 0.6150 0.0599
C -1.2785 1.4575 0.0602
H -2.3203 -0.4543 -1.0992
H 0.7866 -2.5991 -0.0277
H 3.0236 -1.5153 -0.0557
H 3.1371 0.7347 -0.2673
H 1.3379 2.2510 0.2777
H -2.0766 3.2773 0.3407
O -2.5396 -1.4036 -0.5884
O -1.5043 -2.6088 0.9616
O -1.0663 2.6221 0.5979
O -2.4025 1.1582 -0.2995
*
```


C39H50BrClHfO3P4 | ωB97M-V with the def2-TZVPD basis set

Computed properties:
Orbital gap in hartree: 0.1709
ΔE to the lowest compared entry with this formula, charge and spin in kJ/mol: 568.2
Energy in a.u.: -6188.92000
F_max in eV/Å: 7.71

The geometry in ORCA input format:
```
! wB97M-V def2-TZVPD RIJCOSX def2/J DEFGRID3
* xyz 2 1
P -3.3763 -0.2869 -1.6716
C -4.6935 -0.1960 -0.5795
C -5.6226 0.7952 -0.9686
H -5.3259 1.5258 -1.7267
C -6.8931 0.7620 -0.4187
H -7.6327 1.4869 -0.7652
C -7.2081 -0.2095 0.5437
H -8.2181 -0.2400 0.9480
C -6.2561 -1.1385 0.9861
H -6.5200 -1.8848 1.7421
C -4.9738 -1.1274 0.4501
H -4.1993 -1.8203 0.7752
C -2.7807 1.2207 -2.3286
C -2.6575 2.4191 -1.5868
H -2.8759 2.4162 -0.5130
C -2.2864 3.5885 -2.2373
H -2.2235 4.5258 -1.6796
C -2.0438 3.5719 -3.6167
H -1.8061 4.4998 -4.1381
C -2.1389 2.3838 -4.3478
H -1.9827 2.3700 -5.4289
C -2.4756 1.1993 -3.7064
H -2.5780 0.2590 -4.2603
C -3.0403 -1.7436 -2.5375
C -4.1919 -2.0358 -3.3022
H -5.0708 -1.3943 -3.1782
C -4.1567 -3.0918 -4.1979
H -5.0392 -3.2744 -4.8153
C -3.0041 -3.8825 -4.2951
H -2.9965 -4.7108 -5.0035
C -1.8762 -3.6207 -3.5062
H -0.9878 -4.2575 -3.5883
C -1.8766 -2.5428 -2.6260
H -1.0170 -2.3167 -1.9915
Hf 0.6350 -0.4068 1.6842
C 2.1569 0.4531 -0.0349
C 1.8708 0.8354 -1.2832
H 3.1631 0.5346 0.3679
C 0.4135 0.5925 -1.7664
O 0.5218 -0.3043 -2.9168
H -0.3802 -0.5504 -3.1836
C -0.4132 0.0299 -0.6329
H 0.0028 1.5670 -2.1504
C -0.8792 -0.5566 0.3688
Cl -1.0714 -1.3138 3.2132
P 1.4187 -2.8067 0.8431
P 0.1092 2.0628 2.3244
C 1.6552 -3.7195 2.4016
H 0.7046 -3.7797 2.9430
H 2.3758 -3.1982 3.0438
H 2.0212 -4.7239 2.1579
C 0.5066 -3.9473 -0.2200
H 0.7330 -3.7437 -1.2740
H -0.5713 -3.8203 -0.0628
H 0.7919 -4.9782 0.0274
C 3.0957 -2.7603 0.1509
H 3.7202 -2.0674 0.7278
H 3.0462 -2.4005 -0.8831
H 3.5251 -3.7683 0.1830
C 0.5814 2.1628 4.0810
H 1.6703 2.2496 4.1699
H 0.2643 1.2589 4.6146
H 0.0998 3.0470 4.5139
C 1.1677 3.3223 1.5690
H 0.8967 3.4423 0.5137
H 2.2120 2.9921 1.6269
H 1.0399 4.2734 2.0995
C -1.5638 2.7458 2.2805
H -2.2904 1.9537 2.5039
H -1.7800 3.1637 1.2898
H -1.6404 3.5331 3.0416
P 3.0043 1.5918 -2.5357
C 4.4550 2.1239 -1.6638
C 2.0693 2.9497 -3.2398
H 4.8515 1.3113 -1.0416
H 4.2178 2.9870 -1.0267
H 5.1964 2.4166 -2.4189
H 1.1642 2.5883 -3.7435
H 2.7102 3.4592 -3.9691
H 1.7822 3.6574 -2.4511
C 3.3187 0.3195 -3.7471
H 3.7907 -0.5402 -3.2564
H 3.9850 0.7268 -4.5158
H 2.3647 -0.0026 -4.1803
H -1.7503 -0.9656 0.7983
Br 1.2707 -1.3750 5.4894
C 3.1102 -0.9486 5.4857
C 3.7944 -1.1950 6.6762
C 5.1516 -0.8804 6.8180
C 5.8362 -0.3105 5.7397
C 5.1767 -0.0715 4.5445
C 3.8349 -0.3836 4.3943
C 3.3213 0.0136 3.1009
O 3.9108 0.7593 2.2959
O 2.1534 -0.4788 2.8738
H 3.2602 -1.6351 7.5178
H 5.6568 -1.0784 7.7646
H 6.8855 -0.0459 5.8222
H 5.6936 0.3827 3.7062
*
```


C6H15NS | ωB97M-V with the def2-TZVPD basis set

Computed properties:
Orbital gap in hartree: 0.3377
ΔE to the lowest compared entry with this formula, charge and spin in kJ/mol: 267.8
Structure (SMILES): CCN(C)CCCS
Energy in a.u.: -690.43945
F_max in eV/Å: 5.83

The geometry in ORCA input format:
```
! wB97M-V def2-TZVPD RIJCOSX def2/J DEFGRID3
* xyz 0 1
C 0.2505 1.2600 -0.0622
C -0.2931 1.9366 -1.4046
S -2.0584 2.1392 -1.6564
C -0.1884 -0.1771 0.1621
N 0.8130 -0.9395 0.9188
C 0.5242 -2.4108 0.6382
C 1.9584 -3.0078 0.7241
C 0.9026 -0.8195 2.3658
H 0.0916 1.8974 0.8319
H 1.4246 1.3223 -0.2283
H 0.2250 2.8907 -1.5443
H 0.1305 1.2744 -2.2459
H -2.0810 2.0933 -2.9136
H -1.1355 -0.1679 0.7273
H -0.5218 -0.6933 -0.8334
H -0.0094 -2.6878 1.4484
H 0.1513 -2.5651 -0.4192
H 2.1496 -3.3799 -0.1897
H 2.7600 -2.3604 1.0990
H 1.8485 -3.8786 1.4835
H 1.9635 -0.3052 2.6094
H 0.2836 0.0144 2.8642
H 1.0376 -1.7927 2.8412
*
```


C4H6N2O | ωB97M-V with the def2-TZVPD basis set

Computed properties:
Orbital gap in hartree: 0.3218
ΔE to the lowest compared entry with this formula, charge and spin in kJ/mol: 70.1
Structure (SMILES): Cc1ncc(O)[nH]1
Energy in a.u.: -340.76819
F_max in eV/Å: 0.39

The geometry in ORCA input format:
```
! wB97M-V def2-TZVPD RIJCOSX def2/J DEFGRID3
* xyz 0 1
C 2.1547 -0.2118 0.1331
C 0.7222 0.0345 -0.2038
N 0.1557 -0.2114 -1.3534
C -1.2000 -0.0345 -1.1571
C -1.4359 0.2691 0.1479
O -2.5624 0.2826 0.8991
N -0.2087 0.3693 0.7525
H 2.5349 -0.9416 -0.5850
H 2.2452 -0.6430 1.1370
H 2.7754 0.6872 0.0817
H -1.9311 -0.1874 -1.9398
H -3.2353 -0.1765 0.3796
H -0.0204 0.7782 1.6557
*
```


C4H8 | ωB97M-V with the def2-TZVPD basis set

Computed properties:
Orbital gap in hartree: 0.3919
ΔE to the lowest compared entry with this formula, charge and spin in kJ/mol: 207.6
Structure (SMILES): C=C(C)C
Energy in a.u.: -157.10490
F_max in eV/Å: 7.11

The geometry in ORCA input format:
```
! wB97M-V def2-TZVPD RIJCOSX def2/J DEFGRID3
* xyz 0 1
C -0.9703 1.0812 0.1267
C 0.0976 -0.1682 0.2375
C 1.1737 -0.2784 -0.8963
C -0.2799 -1.0489 1.0444
H -0.7075 1.8998 1.0069
H -0.7264 1.5582 -0.9550
H -1.9641 0.6201 -0.1554
H 1.2539 0.6708 -1.3912
H 2.1393 -0.1183 -0.3142
H 1.1338 -1.2092 -1.4304
H -1.3725 -1.0376 1.5225
H 0.2221 -1.9696 1.2046
*
```


C4H5Cl5N2O | ωB97M-V with the def2-TZVPD basis set

Computed properties:
Orbital gap in hartree: 0.3799
ΔE to the lowest compared entry with this formula, charge and spin in kJ/mol: 0.0
Structure (SMILES): C[C@@]1(Cl)N(Cl)C1(Cl)Cl.NC(=O)Cl
Energy in a.u.: -2641.05336
F_max in eV/Å: 4.97

The geometry in ORCA input format:
```
! wB97M-V def2-TZVPD RIJCOSX def2/J DEFGRID3
* xyz 0 1
C -2.3131 0.4464 -2.0180
C -2.3911 0.9716 -0.6771
C -0.4301 -2.3066 0.8673
C -1.2295 1.0853 0.2566
N -2.3028 1.8831 -1.8477
N -0.5037 -2.4158 -0.4791
O -0.9974 -2.8088 1.7603
Cl -0.7550 -0.1794 -2.6385
Cl -3.6752 -0.2880 -2.8015
Cl -3.9579 0.7788 0.1781
Cl 0.9521 -1.2961 1.1432
Cl -3.6732 2.7608 -2.3050
H -0.6182 2.0459 -0.0764
H -0.6734 0.1161 0.3334
H -1.3803 1.2763 1.3176
H 0.1028 -2.1428 -1.1923
H -1.4504 -2.6378 -0.8575
*
```


CH7N6 | ωB97M-V with the def2-TZVPD basis set

Computed properties:
Orbital gap in hartree: 0.3876
ΔE to the lowest compared entry with this formula, charge and spin in kJ/mol: 398.1
Energy in a.u.: -370.44335
F_max in eV/Å: 5.84

The geometry in ORCA input format:
```
! wB97M-V def2-TZVPD RIJCOSX def2/J DEFGRID3
* xyz 1 1
C 1.9435 0.3067 0.1896
N 2.2227 -0.9747 0.1605
N 3.4148 -0.9676 -0.2965
N 2.8926 1.1273 -0.0900
N 3.8444 0.3173 -0.3865
N -0.0331 0.8902 0.6259
N -1.8489 -0.9060 -0.0631
H -1.9892 -1.8749 0.0527
H 4.7268 0.5955 -0.9017
H -0.0485 1.7524 0.0730
H 0.0322 1.1421 1.5633
H -2.1009 -0.8379 -1.0849
H -0.9376 -0.3549 0.3348
H -2.6950 -0.4541 0.4207
*
```


H18O9 | ωB97M-V with the def2-TZVPD basis set

Computed properties:
Orbital gap in hartree: 0.3753
ΔE to the lowest compared entry with this formula, charge and spin in kJ/mol: 206.7
Structure (SMILES): O.O.O.O.O.O.O.O.O
Energy in a.u.: -687.94707
F_max in eV/Å: 0.80

The geometry in ORCA input format:
```
! wB97M-V def2-TZVPD RIJCOSX def2/J DEFGRID3
* xyz 0 1
O 2.3768 -0.2117 -2.4424
H 3.2397 -0.2898 -2.0131
H 2.4995 0.4437 -3.1383
O -0.9178 0.0448 3.6217
H -0.7402 0.4313 2.7577
H -0.0420 -0.0907 4.0005
O 3.2370 -1.6923 0.3465
H 3.6250 -1.6048 1.2213
H 2.2990 -1.4891 0.4827
O -0.6772 -2.4410 -2.8941
H -0.6449 -2.5250 -3.8531
H -0.1372 -1.6672 -2.7015
O -2.2077 2.5922 2.1536
H -2.2459 1.7830 1.6136
H -2.5382 3.2877 1.5765
O 0.4832 0.0614 0.1663
H -0.4790 0.1877 0.2246
H 0.6566 -0.1445 -0.7603
O 2.1874 0.3116 2.4695
H 1.9174 0.6722 1.6103
H 3.1498 0.3180 2.4508
O -2.3638 0.2235 0.5115
H -3.1611 -0.2350 0.8020
H -2.3573 0.1379 -0.4732
O -2.3368 0.3562 -2.3031
H -1.6771 0.9740 -2.6436
H -3.1453 0.5660 -2.7865
*
```


C6H10N2O5 | ωB97M-V with the def2-TZVPD basis set

Computed properties:
Orbital gap in hartree: 0.3840
ΔE to the lowest compared entry with this formula, charge and spin in kJ/mol: 313.8
Structure (SMILES): N[C@@H](CC(=O)O)C(=O)NCC(=O)O
Energy in a.u.: -720.31524
F_max in eV/Å: 6.45

The geometry in ORCA input format:
```
! wB97M-V def2-TZVPD RIJCOSX def2/J DEFGRID3
* xyz 0 1
C 0.8973 0.9865 0.3180
C -0.3364 1.7624 -0.2630
C 1.2388 -0.2813 -0.6072
C 2.5071 -0.9110 -0.1734
C -1.9896 -0.0139 0.6477
C -2.6195 -1.2243 -0.1252
H 1.3800 -0.0108 2.0454
H 0.0198 1.0415 2.2037
H 1.6538 1.8611 0.2280
H 1.2550 0.0187 -1.6117
H 0.3240 -0.9776 -0.3180
H 4.1396 -1.6680 -1.1726
H -2.2341 1.5850 -0.8256
H -2.7080 0.3693 1.2810
H -1.1252 -0.3230 1.1994
H -2.0144 -0.4251 -1.7702
N 0.4782 0.3389 1.6397
N -1.5072 1.0143 -0.2499
O -0.1871 2.7263 -0.9918
O 3.0308 -1.0756 0.9933
O 3.1634 -1.3501 -1.4222
O -3.0429 -2.1459 0.4624
O -2.3235 -1.2974 -1.4878
*
```


C5H6O | ωB97M-V with the def2-TZVPD basis set

Computed properties:
Orbital gap in hartree: 0.3755
ΔE to the lowest compared entry with this formula, charge and spin in kJ/mol: 223.1
Structure (SMILES): CC#CC(C)=O
Energy in a.u.: -269.26125
F_max in eV/Å: 5.57

The geometry in ORCA input format:
```
! wB97M-V def2-TZVPD RIJCOSX def2/J DEFGRID3
* xyz 0 1
C 0.4762 0.5975 0.0213
C -0.7361 0.9653 0.0438
C 1.9538 0.5363 -0.0400
C -2.1794 1.1671 0.1773
C 2.4622 -0.6431 0.6127
O 2.4953 1.2941 -0.8233
H -2.6765 0.7893 1.0274
H -2.3837 2.2366 0.0024
H -2.6907 0.5856 -0.5942
H 1.7574 -0.7276 1.4754
H 3.5545 -0.6528 1.0599
H 2.2216 -1.4719 -0.0435
*
```